Molecular formula: C7H11N2
Method: DFT, ωB97M-V with the def2-TZVPD basis set

Summary:
Net charge: +1
Frontier orbital gap in Eh: 0.3166
Relative energy (zero: lowest compared OMol25 entry of this formula, charge and spin) in kcal/mol: 67.0
HOMO in eV: -14.05
Max |F| in eV/A: 5.81
LUMO energy in eV: -5.4360

Element x y z (Å)
N  0.41993  0.49185  -0.89865
N  0.74187  1.62877  -0.52758
C  0.20105  2.04216  0.62477
C  -0.33153  -0.02501  0.25116
C  1.52629  2.35398  -1.42498
C  -0.21959  -2.22749  -0.79482
C  -0.68593  -1.38130  0.27133
C  -1.32114  -1.97978  1.41472
C  -0.46375  1.01331  1.24452
H  0.45312  2.99844  0.98792
H  1.43140  1.86616  -2.46124
H  -2.12482  -1.42251  1.90774
H  -1.10217  1.12686  2.08611
H  2.62012  2.19732  -1.23845
H  -1.67129  -3.04492  1.38993
H  -0.38189  -1.91495  2.03679
H  -0.69235  -3.23554  -0.85710
H  1.19503  3.37081  -1.42819
H  -0.44466  -1.67242  -1.75196
H  0.85031  -2.18576  -0.83202

Atom charges from the Löwdin analysis, given in e for atoms 1 to 8:
1 N 0.193
2 N -0.230
3 C -0.022
4 C -0.166
5 C 0.006
6 C -0.015
7 C -0.220
8 C -0.002

Molecular formula: C7H11N2
Method: DFT, ωB97M-V with the def2-TZVPD basis set

Summary:
Net charge: +1
Frontier orbital gap (spin up / spin down) in Eh: 0.3196 / 0.2898
Relative energy (zero: lowest compared OMol25 entry of this formula, charge and spin) in kcal/mol: 60.1
Expectation value of S²: 2.021
Spin multiplicity: 3
HOMO (spin up / spin down) in eV: -11.86 / -15.32
Max |F| in eV/A: 5.61
LUMO energy (spin up / spin down) in eV: -3.1657 / -7.4325

Element x y z (Å)
N  -0.34370  -0.40481  1.35779
N  -0.31877  -0.27072  0.00694
C  0.92220  0.45732  -0.32255
C  -0.21683  1.08162  -0.90884
C  0.78496  0.00887  1.83654
C  1.61948  0.64718  0.84058
C  2.90246  1.32988  1.05975
C  -0.94854  -1.38622  -0.71620
C  -2.46108  -1.24651  -0.70934
H  -2.83762  -1.26378  0.30964
H  -0.53202  2.04820  -0.52856
H  0.96454  -0.03364  2.89557
H  -0.54713  -1.40994  -1.73047
H  -0.58811  0.82645  -1.89211
H  2.78510  2.11106  1.81176
H  -2.89843  -2.08071  -1.25081
H  3.64432  0.63106  1.44696
H  -2.77974  -0.32389  -1.18869
H  3.27123  1.77191  0.13828
H  -0.65289  -2.30296  -0.20039

Atom charges from the Löwdin analysis, given in e for atoms 1 to 8:
1 N 0.153
2 N -0.151
3 C -0.040
4 C 0.139
5 C -0.006
6 C -0.151
7 C 0.002
8 C -0.158

Molecular formula: C7H11N2O3
Method: DFT, ωB97M-V with the def2-TZVPD basis set

Summary:
Net charge: +1
Frontier orbital gap in Eh: 0.3699
Relative energy (zero: lowest compared OMol25 entry of this formula, charge and spin) in kcal/mol: 4.7
HOMO in eV: -14.19
Max |F| in eV/A: 6.57
LUMO energy in eV: -4.1280

Element x y z (Å)
O  1.07600  -0.27179  1.91302
O  2.61532  -1.50191  3.07497
O  -1.06634  0.02850  -1.00424
N  2.19736  -1.85029  0.75619
N  1.32365  -1.48950  -1.47461
C  1.44928  -1.29243  -0.19722
C  0.76713  1.24066  0.06909
C  0.64518  -0.19948  0.53606
C  -0.37192  1.30197  -1.03879
C  2.00560  -1.21545  2.07865
C  -0.91051  -0.51973  0.27361
C  -1.60593  0.20675  1.39702
H  -2.60337  -0.10739  1.40947
H  1.55986  -2.40517  -1.82646
H  0.50693  2.03701  0.72138
H  -0.06382  1.41248  -1.96790
H  -1.46354  1.24468  1.45663
H  -1.20904  -1.49194  0.21265
H  -1.29038  1.97185  -0.79100
H  3.02220  -2.42094  0.61214
H  1.66319  1.53408  -0.43397
H  -1.32733  -0.12273  2.41214
H  0.79223  -0.77338  -1.94313

Atom charges from the Löwdin analysis, given in e for atoms 1 to 8:
1 O 0.132
2 O 0.201
3 O -0.101
4 N 0.258
5 N 0.298
6 C -0.178
7 C -0.006
8 C -0.255

Molecular formula: C7H11N3O2
Method: DFT, ωB97M-V with the def2-TZVPD basis set

Summary:
Net charge: 0
Frontier orbital gap in Eh: 0.3256
Relative energy (zero: lowest compared OMol25 entry of this formula, charge and spin) in kcal/mol: 59.2
HOMO in eV: -8.21
Max |F| in eV/A: 5.41
LUMO energy in eV: 0.6524

Element x y z (Å)
O  -3.33566  3.73971  2.26355
O  -3.92806  2.82396  0.25443
N  0.48742  1.51194  0.95929
N  -0.43321  -1.31626  -0.80205
N  -1.69944  0.40380  0.67166
C  -0.48638  0.63308  0.80651
C  -3.64100  3.25069  1.24397
C  1.81255  1.09309  0.37886
C  -0.73000  -0.74173  0.49522
C  1.79701  -0.34134  -0.22093
C  0.77179  -0.58279  -1.31999
C  -0.31194  -2.73018  -0.81954
H  -1.21924  -3.19766  -0.59240
H  0.20801  2.47217  0.87313
H  0.67433  -3.04701  -0.35613
H  2.73999  -0.47210  -0.64640
H  2.14654  1.76586  -0.40273
H  0.46113  0.36828  -1.79341
H  1.68338  -1.05076  0.73548
H  -0.09552  -3.04354  -1.85923
H  1.20829  -1.08510  -2.25441
H  -0.61089  -1.50914  1.19536
H  2.50091  1.05506  1.18976

Atom charges from the Löwdin analysis, given in e for atoms 1 to 8:
1 O 0.172
2 O 0.243
3 N 0.090
4 N -0.178
5 N 0.229
6 C -0.413
7 C -0.462
8 C -0.148

Molecular formula: C7H11N3O2
Method: DFT, ωB97M-V with the def2-TZVPD basis set

Summary:
Net charge: 0
Frontier orbital gap (spin up / spin down) in Eh: 0.1570 / 0.2944
Relative energy (zero: lowest compared OMol25 entry of this formula, charge and spin) in kcal/mol: 0.0
Expectation value of S²: 2.008
Spin multiplicity: 3
HOMO (spin up / spin down) in eV: -3.50 / -7.61
Max |F| in eV/A: 4.79
LUMO energy (spin up / spin down) in eV: 0.7754 / 0.4020

Element x y z (Å)
O  0.73932  -0.65535  -2.92796
O  0.94942  1.51870  -2.24381
N  -0.09750  -0.20969  0.40328
N  -2.23040  -0.82810  0.25555
N  -3.37116  1.26993  0.42183
C  2.04752  0.86852  0.83042
C  1.29852  -0.20625  0.18502
C  -2.18057  0.53065  0.40780
C  -0.88691  0.92824  0.53261
C  0.81563  0.41924  -2.55610
C  -0.93497  -1.24111  0.34906
C  2.00743  -1.50869  -0.20135
H  -0.59389  -2.21853  0.10429
H  -4.27181  0.79322  0.66090
H  -2.89241  -1.49376  0.06052
H  2.87579  -1.22614  -0.66070
H  1.77096  1.86842  0.33617
H  1.39963  -2.10544  -0.93016
H  3.15664  0.70271  0.89994
H  -3.21891  2.22409  0.83754
H  2.20611  -2.22641  0.74886
H  -0.36856  1.85193  0.51060
H  1.78011  0.94383  1.97567

Atom charges from the Löwdin analysis, given in e for atoms 1 to 8:
1 O 0.219
2 O 0.203
3 N -0.098
4 N 0.090
5 N 0.076
6 C -0.091
7 C -0.337
8 C -0.367

Molecular formula: C7H11N4
Method: DFT, ωB97M-V with the def2-TZVPD basis set

Summary:
Net charge: +1
Frontier orbital gap in Eh: 0.2626
Relative energy (zero: lowest compared OMol25 entry of this formula, charge and spin) in kcal/mol: 10.1
HOMO in eV: -10.43
Max |F| in eV/A: 1.10
LUMO energy in eV: -3.2870

Element x y z (Å)
N  -1.08844  -0.98700  -5.73827
N  -0.92953  -1.30459  -7.85165
N  -2.57220  -1.67713  -0.28736
N  -2.66179  -2.15347  1.87666
C  -3.82616  -1.48676  1.58054
C  -0.38450  -0.06880  -7.60425
C  -1.35683  -1.86031  -6.71374
C  -4.75045  -0.48317  -0.62048
C  -1.93863  -2.24552  0.72600
C  -3.75495  -1.19790  0.23247
C  -0.48607  0.13416  -6.25357
H  0.02665  0.56084  -8.39330
H  -0.96466  -2.73301  0.68283
H  -1.30950  -1.14713  -4.73889
H  -1.83146  -2.83526  -6.60289
H  -2.38705  -2.51510  2.79333
H  -0.18101  0.97577  -5.63168
H  -4.58611  -1.28008  2.33411
H  -5.09455  -1.13897  -1.43787
H  -1.00549  -1.75461  -8.78170
H  -4.29730  0.42055  -1.06157
H  -5.62495  -0.18100  -0.02004

Atom charges from the Löwdin analysis, given in e for atoms 1 to 8:
1 N 0.107
2 N 0.101
3 N 0.065
4 N 0.034
5 C -0.068
6 C -0.022
7 C -0.039
8 C -0.061